247
Properties=species:S:1:pos:R:3:forces:R:3 method="wB97M-V/def2-TZVPD" e_above_lowest_kj_mol=129.0 orbital_gap_ev=9.38 homo_ev=-8.87 e_tot_ha=-4335.8954
C 1.334 -5.314 -2.730 0.2 0.7 -0.5
O 1.857 -4.087 -2.210 0.8 0.4 -0.1
H 0.514 -5.098 -3.441 0.3 0.1 0.6
H 2.090 -5.823 -3.327 0.1 -0.3 0.2
H 0.967 -5.896 -1.900 -0.1 -0.6 0.1
H 2.822 -4.152 -1.998 -1.1 -0.4 -0.5
C -5.982 1.850 -1.538 -0.7 0.7 0.0
O -5.278 2.101 -2.773 -0.8 -1.2 1.6
H -5.817 0.823 -1.251 0.8 -0.1 0.3
H -5.780 2.607 -0.698 0.1 -1.2 -1.3
H -7.075 1.834 -1.693 0.2 0.5 -0.2
H -5.194 3.035 -2.872 0.2 1.6 -0.6
C 1.713 -0.206 2.930 1.6 0.9 1.7
O 2.191 -0.300 1.641 0.0 -1.0 -0.3
H 1.258 0.739 3.117 -0.5 1.2 0.1
H 1.031 -0.897 3.342 -1.0 -1.6 -0.3
H 2.556 -0.248 3.633 0.1 -0.1 -0.3
H 1.495 0.067 1.075 -0.1 0.2 -1.0
C 6.648 3.627 -2.382 0.2 0.5 -1.0
O 6.480 5.072 -2.397 -0.2 -0.4 -0.3
H 6.276 3.296 -1.419 0.0 0.0 0.2
H 6.063 3.081 -3.174 0.7 0.7 0.6
H 7.729 3.388 -2.459 -0.6 -0.1 -0.1
H 6.697 5.473 -3.259 0.0 -0.7 0.5
C -2.076 2.226 7.454 -0.7 0.9 -1.0
O -1.056 1.499 6.834 1.2 0.6 -0.2
H -1.822 3.219 7.793 0.8 0.2 0.5
H -2.853 2.494 6.718 -0.2 -0.6 0.2
H -2.483 1.680 8.283 -0.4 -0.4 0.4
H -0.246 2.060 6.721 -0.6 -0.7 0.2
C 1.458 -3.006 6.766 1.1 -0.9 -2.2
O 2.592 -3.125 5.812 -1.1 0.7 0.7
H 1.662 -2.336 7.586 0.0 0.4 0.1
H 0.630 -2.697 6.112 0.1 0.1 0.6
H 1.304 -4.019 7.112 -0.5 -0.1 0.4
H 3.360 -3.400 6.309 0.3 -0.1 0.2
C -5.340 -3.629 -2.217 0.3 -0.1 1.4
O -4.811 -2.488 -1.496 -0.6 -0.4 -0.2
H -4.571 -4.003 -2.876 0.2 -0.3 -0.3
H -5.708 -4.482 -1.573 0.5 1.0 -0.4
H -6.173 -3.311 -2.813 -0.4 0.3 -0.3
H -4.560 -2.715 -0.577 0.1 -0.6 -0.3
C 2.216 1.036 6.242 -0.5 -1.5 -0.5
O 1.641 2.280 6.524 -0.6 0.7 0.2
H 3.004 0.773 6.994 -0.3 0.2 -0.9
H 1.388 0.281 6.382 0.8 0.6 0.0
H 2.506 0.903 5.148 0.2 0.4 1.6
H 2.099 3.056 6.151 0.2 -0.4 -0.2
C 4.742 0.557 -3.701 -0.1 1.2 -1.1
O 6.165 0.727 -3.597 -1.2 0.3 -1.5
H 4.200 0.835 -2.789 0.2 -0.2 0.0
H 4.367 1.268 -4.484 0.4 -0.6 0.5
H 4.474 -0.446 -4.029 0.0 -0.2 0.2
H 6.335 0.552 -2.694 0.5 -0.6 1.6
C -4.534 -0.568 -4.205 -0.3 -0.5 -0.2
O -4.548 0.635 -4.939 0.5 -0.6 -0.4
H -4.009 -1.255 -4.855 -0.1 -0.6 0.1
H -4.045 -0.561 -3.229 0.3 0.5 0.0
H -5.553 -0.923 -3.988 0.1 -0.1 -0.3
H -4.881 1.268 -4.326 -0.5 1.1 0.8
C 4.205 4.124 2.807 0.6 1.0 0.4
C 2.761 3.859 3.164 0.4 0.4 -1.1
C 2.149 4.874 4.101 0.4 -0.4 -1.9
O 2.584 4.599 5.358 0.8 -1.0 1.6
C 2.704 5.666 6.222 -2.4 0.5 1.9
N 2.047 3.918 1.890 0.8 -0.7 -1.0
H 4.255 4.974 2.111 0.0 -0.1 0.2
H 4.588 3.262 2.289 0.4 -0.4 -0.2
H 4.860 4.343 3.674 -0.4 -0.2 -0.3
H 2.768 2.862 3.582 -0.5 -0.4 0.7
H 1.108 4.758 3.998 -1.7 0.0 0.2
H 2.362 5.882 3.770 0.4 0.4 -0.1
H 3.288 6.444 5.807 0.7 0.9 -0.5
H 3.136 5.310 7.156 0.2 0.0 -0.1
H 1.667 6.094 6.528 1.4 -0.5 -0.6
H 1.142 3.506 1.888 -1.3 0.1 0.8
H 2.505 3.237 1.277 0.5 0.5 -0.1
C -2.372 3.515 -3.179 -1.0 -1.6 0.4
C -2.952 4.334 -4.311 -0.2 0.2 -0.4
C -2.867 3.507 -5.532 1.2 0.3 -2.1
O -3.140 4.364 -6.661 -1.8 -1.4 -1.3
C -3.791 3.441 -7.638 1.5 2.6 -0.6
N -4.438 4.649 -4.127 1.4 0.5 0.3
H -3.161 2.734 -3.008 0.8 0.6 0.3
H -2.261 4.093 -2.268 0.2 0.0 0.2
H -1.465 2.893 -3.401 -0.5 1.1 -0.1
H -2.327 5.219 -4.578 -0.6 -0.2 0.6
H -3.510 2.627 -5.607 0.0 0.1 0.7
H -1.827 3.202 -5.731 -0.1 -0.4 0.6
H -4.040 3.967 -8.604 0.8 -0.3 1.0
H -4.730 3.156 -7.260 -1.1 -0.8 0.7
H -3.086 2.624 -7.760 -0.3 -0.3 -0.4
H -4.505 5.626 -3.835 -0.1 -0.3 0.1
H -4.828 4.659 -5.070 0.1 0.0 0.1
C -3.177 -5.533 -0.241 -0.3 0.0 -0.2
C -2.846 -4.688 0.981 -1.5 1.2 -1.0
C -1.557 -3.914 1.007 -0.2 0.2 -0.7
O -0.501 -4.785 0.939 1.5 -0.6 0.1
C 0.838 -4.240 0.926 -0.2 -1.0 2.5
N -3.969 -3.679 1.065 -0.4 -1.2 -0.2
H -3.209 -4.878 -1.099 0.2 0.3 -0.4
H -4.172 -6.007 -0.231 0.2 0.4 0.6
H -2.514 -6.345 -0.464 0.8 -0.3 0.2
H -2.816 -5.247 1.868 -0.1 -1.2 1.2
H -1.574 -3.318 1.901 0.2 0.3 1.0
H -1.488 -3.209 0.211 -0.2 0.7 -1.1
H 1.433 -5.171 1.071 0.0 0.9 -0.2
H 1.051 -3.546 1.816 -0.5 -0.9 -1.1
H 1.130 -3.758 0.025 -0.1 0.4 -1.0
H -4.807 -4.154 1.433 0.6 0.1 -0.4
H -3.787 -2.983 1.753 0.4 0.7 0.7
C 5.297 -1.869 1.233 -1.0 0.7 0.7
C 5.686 -0.387 1.279 -0.5 0.4 -0.2
C 5.537 0.162 -0.082 0.3 1.3 -2.2
O 6.287 -0.508 -1.096 -0.7 0.5 -0.5
C 7.658 -0.445 -0.897 0.2 -1.1 1.3
N 4.858 0.558 2.052 1.2 -0.7 1.5
H 5.737 -2.388 0.387 0.2 -0.1 0.1
H 4.196 -1.938 1.152 0.4 0.1 -0.1
H 5.546 -2.314 2.177 0.3 -0.6 0.4
H 6.718 -0.225 1.568 0.3 -0.2 0.3
H 5.811 1.254 -0.103 -0.2 -0.8 0.1
H 4.524 0.048 -0.469 -0.3 0.2 0.4
H 8.013 0.519 -0.538 0.0 0.1 0.3
H 8.149 -0.658 -1.799 0.6 -0.1 -1.5
H 7.911 -1.293 -0.242 0.5 0.5 0.3
H 5.105 0.472 3.060 -0.7 0.1 -1.1
H 3.884 0.346 1.874 -0.2 -0.1 0.3
C -7.003 -2.192 2.088 -0.8 -0.1 0.4
C -7.109 -0.879 1.382 -0.3 1.3 1.1
C -5.863 -0.030 1.652 1.3 0.1 -0.8
O -5.527 0.216 3.000 -0.1 1.0 0.9
C -5.041 1.554 3.249 -0.7 -0.3 -1.0
N -7.363 -1.104 0.022 0.3 -0.8 -3.2
H -7.860 -2.774 1.764 -0.4 -0.1 0.5
H -7.008 -1.937 3.149 0.1 -0.7 0.1
H -6.172 -2.820 1.799 0.6 0.4 0.0
H -8.023 -0.363 1.768 0.7 -0.1 0.1
H -5.855 0.899 1.052 -0.3 -0.2 0.3
H -5.006 -0.614 1.283 -0.1 -0.1 -0.5
H -5.854 2.257 2.985 0.3 -0.1 0.4
H -4.179 1.836 2.617 -0.2 -0.5 0.1
H -4.747 1.647 4.291 -0.2 -0.1 0.0
H -6.714 -1.760 -0.452 -0.3 0.6 0.6
H -7.490 -0.325 -0.634 0.1 -0.2 1.0
C -5.197 -4.652 5.014 1.3 -3.5 0.5
C -3.817 -4.096 4.733 0.6 1.4 -0.2
C -3.393 -3.083 5.844 -0.9 -1.1 -0.2
O -2.238 -2.333 5.508 -0.4 -0.5 0.0
C -2.019 -1.328 6.460 -0.1 -0.1 1.3
N -2.782 -5.107 4.675 -0.4 -1.4 -0.6
H -5.961 -3.960 4.997 -1.5 1.7 -0.2
H -5.235 -5.196 5.984 0.1 0.5 -0.4
H -5.444 -5.463 4.281 0.2 0.7 0.3
H -3.971 -3.544 3.770 0.6 0.0 0.5
H -3.209 -3.708 6.764 -0.1 0.7 -0.6
H -4.276 -2.438 6.009 0.4 0.1 0.1
H -1.974 -1.700 7.540 0.0 0.3 -1.3
H -2.747 -0.540 6.393 -1.1 0.1 0.1
H -1.159 -0.746 6.232 1.2 -0.2 -0.2
H -1.845 -4.793 4.817 0.4 0.6 0.1
H -2.762 -5.717 3.849 -0.4 0.5 0.5
C 7.410 -4.375 -1.833 -0.6 0.8 -0.3
C 7.104 -4.164 -3.313 0.6 0.1 -0.2
C 5.625 -4.025 -3.516 -0.6 -0.3 -0.5
O 4.836 -5.022 -2.888 -0.7 1.2 0.5
C 4.912 -6.250 -3.536 -0.8 0.1 -0.3
N 7.760 -2.995 -3.936 -0.1 0.8 -0.4
H 7.285 -5.362 -1.456 -0.6 -1.1 -0.2
H 6.699 -3.762 -1.259 0.6 0.1 0.1
H 8.429 -4.204 -1.579 0.9 0.8 0.1
H 7.480 -4.985 -3.923 -0.1 -0.4 0.2
H 5.463 -4.101 -4.600 -0.3 0.4 0.0
H 5.307 -3.041 -3.151 -0.1 -0.2 0.1
H 4.087 -6.882 -3.233 -0.1 -0.1 0.4
H 5.835 -6.676 -3.245 1.1 -1.1 -0.2
H 4.784 -6.127 -4.611 0.4 0.0 -0.3
H 7.860 -2.185 -3.342 0.0 -0.2 0.7
H 7.204 -2.570 -4.702 0.3 -0.9 0.4
C -3.501 5.498 0.699 -0.5 0.9 0.1
C -2.562 5.169 1.807 1.8 -0.1 1.7
C -1.961 3.752 1.594 -0.8 0.0 -0.5
O -0.845 3.443 2.364 0.4 0.1 1.1
C -1.163 3.334 3.760 0.2 -1.2 -1.2
N -1.521 6.225 1.988 -0.3 -0.2 -1.8
H -2.949 5.623 -0.247 -0.3 -0.3 0.2
H -4.020 6.458 0.898 0.2 -0.5 -0.1
H -4.244 4.701 0.670 -0.1 0.0 -0.5
H -3.043 5.139 2.807 -0.3 0.1 -0.7
H -1.673 3.611 0.553 0.2 0.2 -0.2
H -2.711 2.973 1.788 -0.3 0.2 -0.1
H -1.914 2.530 3.913 0.2 0.6 0.1
H -1.433 4.274 4.165 -0.9 1.0 0.4
H -0.260 3.088 4.277 0.6 -0.6 0.2
H -0.936 6.298 1.122 -0.6 -0.1 1.1
H -0.906 5.989 2.748 0.3 -0.2 0.1
C 0.445 -2.480 -7.179 0.7 -0.2 -1.3
C 1.217 -2.527 -5.936 0.1 0.1 2.9
C 0.188 -2.397 -4.737 1.5 -1.8 -1.3
O -0.657 -3.566 -4.744 1.0 1.0 -0.2
C -1.622 -3.413 -3.778 -1.2 0.8 2.2
N 2.038 -3.753 -5.896 0.3 0.4 1.8
H -0.442 -3.072 -7.032 -0.6 0.0 -0.4
H 1.074 -2.934 -7.935 -0.1 -0.2 -0.5
H 0.301 -1.471 -7.512 -0.7 0.5 -0.1
H 1.889 -1.658 -5.770 -0.2 -0.4 -0.5
H -0.386 -1.523 -4.905 -0.9 1.1 -0.1
H 0.717 -2.319 -3.796 0.1 -0.1 0.4
H -2.317 -2.538 -3.963 0.7 -0.9 0.1
H -1.242 -3.303 -2.702 0.1 0.2 -1.3
H -2.189 -4.322 -3.691 -0.5 -0.5 -0.4
H 1.467 -4.564 -6.131 0.0 0.2 0.2
H 2.356 -3.860 -4.891 -0.4 -0.2 -1.5
C 1.029 4.242 -1.923 -0.8 -0.1 -0.9
C 2.455 4.081 -2.348 0.9 -1.5 -1.0
C 2.461 3.749 -3.873 0.5 1.0 -0.4
O 1.591 2.712 -4.239 -0.4 -1.0 0.3
C 1.590 2.382 -5.636 0.0 1.5 0.9
N 3.228 5.302 -2.206 1.0 0.5 0.9
H 0.462 3.285 -2.031 0.4 0.8 0.4
H 0.595 4.930 -2.651 -0.3 0.0 -0.1
H 0.895 4.759 -0.992 0.1 -0.3 0.9
H 2.980 3.219 -1.837 -0.7 0.5 -0.2
H 3.491 3.519 -4.143 0.4 -0.4 -0.1
H 2.268 4.689 -4.466 -0.3 -0.6 0.6
H 1.332 3.324 -6.134 -0.5 -0.4 -0.5
H 0.937 1.530 -5.857 0.0 0.5 0.3
H 2.586 2.181 -5.963 0.9 -0.5 -0.2
H 3.283 5.567 -1.219 -0.8 0.1 -0.1
H 4.240 5.145 -2.321 -0.5 -0.2 -0.7
C -0.660 -0.100 -1.734 1.1 -1.2 -0.8
C -0.825 0.630 -0.442 0.7 -0.9 1.2
C -1.286 -0.350 0.635 -1.1 0.6 -0.8
O -1.557 0.378 1.837 0.1 -1.4 -0.3
C -2.014 -0.491 2.881 -0.7 1.0 -0.2
N 0.471 1.073 0.094 -0.3 0.8 0.5
H -0.006 -1.032 -1.657 -0.8 1.1 0.2
H -0.163 0.513 -2.483 0.0 0.3 -0.1
H -1.610 -0.407 -2.153 -0.3 -0.1 0.0
H -1.537 1.438 -0.527 -0.3 0.4 -0.1
H -0.514 -1.122 0.670 0.2 0.0 0.8
H -2.188 -0.863 0.270 -0.2 0.1 0.2
H -1.281 -1.189 3.202 1.0 -0.8 0.0
H -2.925 -1.080 2.603 0.4 0.7 0.2
H -2.170 0.172 3.740 -0.5 -0.3 -0.2
H 0.915 1.783 -0.458 0.2 0.2 -0.8
H 0.247 1.593 0.947 -0.1 -0.1 0.1